# 1
{"formula": "C16H39BF4N3O5", "method": "ωB97M-V/def2-TZVPD", "orbital_gap_ev": 9.85, "total_charge": -1, "e_above_lowest_kcal_mol": 78.5, "total_energy_ha": -1597.7563, "largest_force_ev_per_a": 12.4, "lumo_ev": 2.59, "symbols": ["F", "F", "F", "F", "O", "O", "O", "O", "O", "N", "N", "N", "C", "C", "C", "C", "C", "C", "C", "C", "C", "C", "C", "C", "C", "C", "C", "C", "B", "H", "H", "H", "H", "H", "H", "H", "H", "H", "H", "H", "H", "H", "H", "H", "H", "H", "H", "H", "H", "H", "H", "H", "H", "H", "H", "H", "H", "H", "H", "H", "H", "H", "H", "H", "H", "H", "H", "H"], "xyz": [[0.07263, 0.56282, -1.15957], [0.44763, -1.15018, 0.50343], [1.84163, 0.57982, 0.35743], [-0.36337, 0.89582, 0.99543], [-1.32637, 2.68982, -1.56757], [2.86363, -2.53618, -0.52657], [-0.10637, -0.30618, 3.44843], [3.74463, 1.56382, -1.35457], [-3.15237, -0.13718, -0.02457], [-2.51937, -5.65318, 2.81343], [-1.51837, -4.93318, -1.86857], [3.82563, 5.13282, 3.04143], [2.42163, 3.55582, 1.36943], [3.22563, 4.42182, 2.41443], [-2.36937, -4.57318, 2.24043], [-3.92537, 0.61482, 0.86343], [-1.29637, -0.37518, 4.18543], [-1.13137, -2.49518, -2.56857], [-1.07337, -0.94618, 5.54043], [-2.42237, -3.22418, 1.49843], [-5.31237, 0.14582, 0.71243], [0.32563, 4.53182, -1.83857], [-1.39037, -3.88718, -2.10057], [3.79363, 2.86182, -3.40557], [3.25863, 1.60182, -2.67057], [-0.44237, 3.43182, -2.47757], [2.07563, -3.36418, -1.17057], [2.95563, -4.56618, -1.56357], [0.54963, 0.14082, 0.17043], [3.88163, -4.54918, -2.15457], [3.26363, 0.61382, -3.10857], [-1.97037, -2.12618, -3.27857], [-3.68337, 0.53182, 1.95843], [2.99163, 3.50582, 0.43843], [-3.15737, -2.77718, 2.21643], [5.04763, 3.07182, -3.28957], [-2.20737, -1.21118, 6.20143], [-1.71237, -1.24418, 3.49543], [-1.47737, -2.75718, 1.47143], [-5.95337, 0.45882, -0.25157], [1.11463, -3.45118, -0.87557], [1.88063, -2.92818, -2.04957], [3.42863, -5.14118, -0.67257], [-2.18037, -0.04418, 0.16643], [-0.85237, -1.83618, -1.77057], [-0.83537, -1.94218, 5.52543], [-2.89637, -3.41618, 0.64343], [-0.20237, -0.10118, 6.12643], [2.21063, 1.69082, -2.69357], [-0.80937, 1.83682, -1.44557], [0.79063, 3.92782, -1.16257], [3.50263, 3.58982, -2.72057], [0.36563, 2.61782, -3.17257], [1.03063, 4.93182, -2.60057], [-0.17537, 0.02682, 2.56543], [-5.42637, -0.89318, 0.82443], [-5.90637, 0.59382, 1.54443], [-0.23037, -2.16518, -3.15057], [1.58563, 4.08782, 0.93743], [3.42863, 2.76582, -4.35657], [-1.93537, 0.43382, 4.02943], [2.98463, 1.12282, -0.86157], [2.25163, -5.19718, -1.89557], [-3.76337, 1.59282, 0.54443], [1.81163, 2.79282, 1.68943], [-0.48737, 5.12882, -1.34357], [-1.07837, 3.76482, -3.35657], [2.31763, -1.89018, -0.02457]], "forces_ev_per_a": [[1.0, -1.7, 0.5], [-0.4, -1.8, -0.5], [0.4, 0.1, -0.1], [0.3, -0.3, 0.2], [2.4, 0.1, -1.2], [1.6, 4.1, 4.2], [2.5, 0.6, 2.0], [-1.6, -0.7, 1.0], [2.3, -1.4, 0.0], [1.1, 7.1, -3.7], [-1.6, -10.5, 2.7], [1.9, 2.1, 2.2], [1.6, 3.9, -0.1], [-3.8, -3.8, -4.2], [-0.7, -6.0, 2.6], [0.5, -0.9, 0.5], [-0.6, -4.7, -3.7], [-0.6, 0.9, -1.7], [-1.7, 4.0, 3.7], [-0.5, -2.0, 5.8], [-3.7, 2.3, -0.9], [-2.0, 0.3, -1.5], [2.5, 11.6, -3.7], [4.7, -2.3, 3.1], [1.1, 0.4, -0.3], [-0.8, -3.2, -4.1], [3.8, -2.6, -2.1], [1.8, -0.5, 3.7], [-1.3, 3.0, -0.3], [-0.9, 1.2, -0.6], [1.4, -0.4, -0.8], [1.0, -0.5, 1.9], [0.4, -0.2, -0.9], [0.5, -1.2, 0.6], [0.8, 0.7, -0.9], [-3.3, -1.3, -0.9], [3.2, 1.9, -1.8], [-1.0, 1.2, 1.9], [0.9, 0.6, -0.2], [1.9, -0.6, 1.8], [-3.0, -1.6, 2.4], [-0.8, 1.7, -4.4], [-1.2, 1.1, -0.7], [-1.4, 0.2, -0.2], [-1.2, 0.5, 1.0], [1.9, -2.1, -0.3], [-1.5, -0.4, -3.7], [-2.9, -3.1, -1.3], [-1.8, 0.9, 0.4], [-1.1, 1.2, 0.3], [2.1, -0.6, 2.6], [-1.3, 1.9, 0.3], [-2.2, 2.1, 2.4], [-0.7, 0.4, 0.9], [-0.7, 0.6, -0.7], [0.2, -1.5, 0.1], [0.2, -0.2, -0.5], [-0.3, -2.0, -0.1], [-0.2, 1.6, 0.4], [-0.7, 0.9, -2.6], [-0.9, 1.7, 0.4], [1.7, 0.7, -0.2], [-2.0, -3.0, -2.0], [-0.2, 2.2, 0.0], [0.0, -2.7, 1.3], [1.4, 0.3, -0.5], [0.5, -0.1, 1.1], [0.8, -0.5, -0.4]]}

# 2
{"formula": "C16H40ClN2O2", "method": "ωB97M-V/def2-TZVPD", "orbital_gap_ev": [1.36, 7.08], "s2": 0.750, "multiplicity": 2, "e_above_lowest_kcal_mol": 0.0, "total_energy_ha": -1353.4878, "largest_force_ev_per_a": 2.1, "lumo_ev": [-0.19, -0.19], "symbols": ["Cl", "O", "O", "N", "N", "C", "C", "C", "C", "C", "C", "C", "C", "C", "C", "C", "C", "C", "C", "C", "C", "H", "H", "H", "H", "H", "H", "H", "H", "H", "H", "H", "H", "H", "H", "H", "H", "H", "H", "H", "H", "H", "H", "H", "H", "H", "H", "H", "H", "H", "H", "H", "H", "H", "H", "H", "H", "H", "H", "H", "H"], "xyz": [[-15.43205, -6.33205, 16.59043], [-12.84704, -13.51200, 15.99112], [-16.43443, -1.69368, 17.79405], [-13.93716, -10.58115, 15.42869], [-17.07687, 0.83367, 19.31239], [-17.85790, 0.27795, 20.53787], [-14.76589, -11.32647, 16.51103], [-14.62346, 1.06060, 18.49526], [-13.06046, -9.51095, 16.07820], [-13.08256, -11.54270, 14.57277], [-14.87703, -9.87805, 14.42282], [-16.30904, -3.11937, 18.02103], [-12.18515, -14.64308, 16.55926], [-12.09007, -12.56876, 15.29172], [-17.74122, -1.17350, 17.69034], [-15.56819, 0.50192, 19.54282], [-17.70177, 0.35468, 17.95112], [-15.82980, -10.84827, 13.60146], [-15.85181, -10.53356, 17.26096], [-17.21870, 2.38357, 19.32706], [-17.42942, -1.11175, 21.13135], [-11.46197, -12.05673, 16.02071], [-18.08049, -1.46286, 21.93192], [-18.21808, -1.53793, 16.78045], [-12.74537, -15.09286, 17.37897], [-17.13978, 0.84901, 17.15870], [-18.89879, 0.20386, 20.22294], [-14.43502, 2.13386, 18.52173], [-15.63366, -9.49520, 17.51057], [-16.43434, -1.05786, 21.57296], [-16.75805, -10.27248, 16.71446], [-12.40120, -10.93460, 13.97774], [-15.26983, 0.79635, 20.54900], [-15.38537, -9.16973, 15.07701], [-16.28625, -11.64964, 14.18246], [-18.67603, 0.80189, 17.75380], [-16.68875, -10.37096, 13.12975], [-18.27991, 2.62019, 19.24994], [-12.13843, -15.37247, 15.75061], [-12.36604, -9.01450, 15.40040], [-14.84178, 0.64839, 17.51011], [-14.26465, -9.38663, 13.66677], [-15.26733, -3.32676, 18.26586], [-15.37900, -11.38204, 12.76482], [-12.55982, -10.04343, 16.88687], [-13.68401, -12.10121, 13.85555], [-16.60255, 2.88918, 18.58354], [-16.93663, 2.84238, 20.27470], [-15.46616, -0.58078, 19.46899], [-11.46411, -12.92736, 14.47461], [-16.70920, -3.51275, 18.95549], [-13.71899, 0.56663, 18.85029], [-16.25437, -10.97520, 18.17255], [-13.69975, -8.77418, 16.56461], [-11.16692, -14.41450, 16.87400], [-17.81411, 1.05580, 21.30018], [-18.35186, -1.70960, 18.41684], [-17.37695, -1.87648, 20.35640], [-16.68719, -3.78523, 17.24532], [-14.08060, -11.64504, 17.29651], [-15.08029, -12.32143, 16.19588]], "forces_ev_per_a": [[0.1, -0.6, 0.0], [-0.7, -0.3, 0.4], [0.4, -0.8, 0.1], [-0.2, -0.7, -1.3], [0.1, 0.5, 0.6], [-0.3, -0.7, 0.0], [0.3, -0.1, 1.4], [0.2, -0.6, 0.7], [-0.6, -0.9, 0.9], [1.5, -0.8, 1.1], [-0.8, -1.2, -0.4], [0.4, 0.0, 0.6], [0.3, 0.0, -1.2], [-1.5, 1.5, 0.3], [0.2, -0.6, 1.4], [-0.7, -0.3, -1.2], [0.9, -0.6, -0.6], [0.1, -0.2, 0.7], [-1.0, 1.4, -0.9], [-0.4, -0.7, 0.4], [0.7, 0.8, -0.8], [0.3, 0.3, -0.1], [-0.3, 0.4, -0.2], [0.1, 1.0, -0.7], [-0.2, 0.5, 0.0], [0.6, -0.1, 0.2], [0.0, 0.2, -0.1], [-0.3, -0.1, -0.2], [1.0, 0.0, 0.3], [0.0, 0.1, 0.0], [-0.1, -0.7, -0.7], [-0.2, 0.4, 0.1], [-0.5, 0.4, 0.0], [-0.3, 0.3, -0.6], [0.1, 0.1, 0.5], [-0.3, 0.0, 1.0], [0.2, 0.7, 0.3], [-0.1, -0.1, -0.5], [0.3, -0.4, 0.1], [-0.3, -0.4, -0.2], [0.0, 0.3, 0.0], [0.2, 0.3, 0.5], [0.3, 0.2, -1.0], [0.6, 0.3, 0.1], [0.4, 0.2, -0.2], [-0.4, 0.1, 0.5], [-0.2, -0.5, -0.4], [0.3, -0.7, 0.4], [-0.4, 0.2, 0.1], [0.0, -0.5, 0.0], [-1.1, 0.6, 0.3], [0.5, 0.2, -0.4], [0.7, -0.6, -0.1], [-0.2, 0.2, -0.3], [0.0, 0.1, 0.2], [0.2, 0.0, 0.0], [-0.3, 0.3, 0.6], [-0.2, 0.0, 0.1], [0.2, 0.4, -0.4], [0.6, 0.4, -0.2], [-0.3, 0.5, -0.9]]}

# 3
{"formula": "C16H40ClN3O7OsSSi", "method": "ωB97M-V/def2-TZVPD", "orbital_gap_ev": [6.85, 6.85], "total_charge": 2, "total_energy_ha": -2562.5483, "largest_force_ev_per_a": 0.2, "lumo_ev": [-8.66, -8.66], "symbols": ["Os", "Cl", "S", "Si", "O", "O", "O", "O", "O", "O", "O", "N", "N", "N", "C", "C", "C", "C", "C", "C", "C", "C", "C", "C", "C", "C", "C", "C", "C", "C", "H", "H", "H", "H", "H", "H", "H", "H", "H", "H", "H", "H", "H", "H", "H", "H", "H", "H", "H", "H", "H", "H", "H", "H", "H", "H", "H", "H", "H", "H", "H", "H", "H", "H", "H", "H", "H", "H", "H", "H"], "xyz": [[-2.05882, -0.71616, 1.59463], [-3.26000, -2.39697, -0.20240], [-1.40861, 0.98004, 0.41926], [0.23138, 0.33728, -1.00876], [0.88289, 1.70163, -1.49172], [-3.67697, -3.68103, 0.17112], [-3.64322, -1.96685, -1.47028], [-3.79196, -1.36561, 0.87664], [1.05726, -0.55932, 0.08039], [-1.79732, -2.21460, 0.06352], [-0.40786, -0.52811, -2.18326], [-2.31562, -2.43097, 2.97629], [-0.26348, -0.67221, 2.71241], [-2.61821, 0.73796, 3.02215], [2.40043, -2.38489, 0.83256], [0.17994, 3.98820, -1.47567], [2.40484, -1.75317, -1.58485], [-1.40083, -1.43377, -4.14618], [2.57422, 3.34380, -1.83467], [1.29635, 3.03893, -1.07472], [-1.30347, -2.45484, 4.06004], [3.47007, -0.24308, 0.10963], [0.33659, 0.34642, -4.34116], [-1.93607, 0.90444, -3.40387], [-0.21598, 0.57213, 3.53837], [-1.59005, 0.89152, 4.10210], [1.52994, 3.05935, 0.42809], [2.35719, -1.23837, -0.15748], [-0.01603, -1.94132, 3.45709], [-0.85525, -0.15447, -3.54278], [2.42114, -0.92930, -2.30144], [4.43602, -0.72939, -0.02607], [-1.85228, 0.21645, 4.91295], [2.40892, 3.25416, -2.90774], [3.42338, 0.13317, 1.13272], [2.89578, 4.36319, -1.62233], [0.12126, 1.37180, 2.87780], [2.25711, 2.30185, 0.71799], [0.75212, 1.25675, -3.91259], [0.00556, 3.93796, -2.55016], [-2.76633, 0.52489, -2.80442], [-2.72545, 1.62851, 2.53439], [-2.21315, -3.26815, 2.40001], [1.54865, -2.39113, -1.80331], [-3.52617, 0.55935, 3.44736], [-1.65682, -1.83012, 4.87663], [1.91646, 4.03316, 0.72794], [-3.25523, -2.48999, 3.36496], [1.58082, -3.08298, 0.65025], [-2.32682, 1.17329, -4.38491], [0.75108, -1.79008, 4.21726], [2.35906, -2.00949, 1.85843], [3.41528, 0.59616, -0.58317], [0.45392, -0.60906, 1.97487], [-1.16716, -3.46052, 4.45727], [0.36480, -2.66050, 2.73270], [-0.62960, -2.20348, -4.17019], [-2.25357, -1.80305, -3.57969], [-1.61032, 1.90242, 4.50721], [-1.53866, 1.81141, -2.94326], [0.59308, 2.89744, 0.96859], [0.02211, 0.56131, -5.36227], [-1.72636, -1.24466, -5.16875], [3.33782, -2.93028, 0.73007], [0.51087, 0.46700, 4.34452], [3.37822, 2.66712, -1.54538], [1.11295, -0.41774, -4.38844], [3.31828, -2.32997, -1.72851], [-0.74873, 3.74363, -0.95568], [0.45055, 5.01293, -1.22210]], "forces_ev_per_a": [[-0.1, 0.2, -0.1], [-0.1, -0.1, 0.1], [0.0, 0.0, 0.0], [0.0, 0.0, -0.1], [0.1, 0.0, 0.0], [0.0, 0.0, 0.0], [0.0, 0.0, 0.0], [0.0, -0.1, 0.0], [0.0, 0.1, 0.0], [0.1, 0.0, 0.0], [0.0, 0.0, 0.0], [0.0, -0.1, 0.0], [0.0, -0.1, 0.0], [0.0, 0.0, 0.1], [0.0, 0.0, 0.0], [0.0, 0.0, 0.0], [0.0, 0.0, 0.0], [0.0, 0.0, 0.0], [0.0, 0.0, 0.0], [0.0, 0.0, 0.0], [0.0, 0.0, 0.0], [0.0, 0.0, 0.0], [0.0, 0.0, 0.0], [0.0, 0.0, 0.0], [-0.1, 0.0, 0.0], [0.0, 0.0, 0.0], [0.0, 0.0, 0.0], [0.0, 0.0, 0.0], [0.0, 0.0, 0.0], [0.0, 0.0, 0.0], [0.0, 0.0, 0.0], [0.0, 0.0, 0.0], [0.0, 0.0, 0.0], [0.0, 0.0, 0.0], [0.0, 0.0, 0.0], [0.0, 0.0, 0.0], [0.0, 0.0, 0.0], [0.0, 0.0, 0.0], [0.0, 0.0, 0.0], [0.0, 0.0, 0.0], [0.0, 0.0, 0.0], [0.0, 0.0, 0.0], [0.0, 0.0, 0.0], [0.0, 0.0, 0.0], [0.0, 0.0, 0.0], [0.0, 0.0, 0.0], [0.0, 0.0, 0.0], [0.0, 0.0, 0.0], [0.0, 0.0, 0.0], [0.0, 0.0, 0.0], [0.0, 0.0, 0.0], [0.0, 0.0, 0.0], [0.0, 0.0, 0.0], [0.0, 0.0, 0.0], [0.0, 0.0, 0.0], [0.0, 0.0, 0.0], [0.0, 0.0, 0.0], [0.0, 0.0, 0.0], [0.0, 0.0, 0.0], [0.0, 0.0, 0.0], [0.0, 0.0, 0.0], [0.0, 0.0, 0.0], [0.0, 0.0, 0.0], [0.0, 0.0, 0.0], [0.0, 0.0, 0.0], [0.0, 0.0, 0.0], [0.0, 0.0, 0.0], [0.0, 0.0, 0.0], [0.0, 0.0, 0.0], [0.0, 0.0, 0.0]]}